Entry 1:
Density functional theory data (the ωB97M-V functional and the def2-TZVPD basis) for a 2-piece molecular cluster, C9H14O overall.

CARTESIAN COORDINATES (ANGSTROEM)
C  0.566560  -2.176347  -2.541413
C  0.445475  -1.858842  -1.064676
C  1.340431  -0.895652  -0.570592
C  1.248339  -0.535102  0.758684
C  0.347389  -1.183134  1.611335
O  0.420821  -0.773452  2.922698
C  -0.646582  -2.012126  1.105502
C  -0.566118  -2.328984  -0.257889
H  1.568723  -2.576424  -2.677725
H  0.287947  -1.357972  -3.200628
H  -0.091441  -2.945973  -2.978559
H  2.074026  -0.448196  -1.226839
H  1.914598  0.150038  1.267668
H  0.000257  -1.436681  3.444817
H  -1.505006  -2.221679  1.729489
H  -1.291588  -2.933142  -0.791428
C  -0.166776  2.780812  0.143739
C  -1.384861  3.662861  0.428006
H  -0.481179  1.841380  -0.300142
H  0.686734  3.199305  -0.413180
H  0.445852  2.569234  1.024906
H  -1.973149  3.783106  -0.480138
H  -1.967494  3.075799  1.136787
H  -1.272959  4.621172  0.929576

Atomic forces in eV per Å
-0.590 -1.013 -0.175
0.136 0.934 -0.841
-0.502 -0.338 0.578
0.407 -0.692 0.495
-0.136 0.927 -0.471
0.190 0.185 -0.654
0.421 0.563 -0.328
-0.200 -0.321 -0.055
0.194 0.430 -0.575
0.734 0.568 0.155
-0.031 -0.182 0.937
0.040 0.047 0.004
0.122 0.159 -0.350
-0.541 -0.602 0.795
0.023 -0.504 -0.050
-0.258 -0.147 0.532
1.453 0.662 0.415
-0.053 -0.819 0.183
0.113 -0.070 -0.065
-0.854 0.294 -0.794
-0.760 -0.389 0.576
-0.078 0.175 0.049
-0.439 0.009 -0.080
0.608 0.124 -0.281

2S+1 = 1
LUMO = 0.9 eV

For each atom in turn, the Löwdin charge in e is:
1 C -0.066
2 C -0.292
3 C -0.042
4 C -0.031
5 C -0.322
6 O 0.045
7 C -0.014
8 C -0.052
9 H 0.077
10 H 0.076
11 H 0.075
12 H 0.115
13 H 0.118
14 H 0.084
15 H 0.112
16 H 0.110
17 C -0.182
18 C -0.162
19 H 0.056
20 H 0.063
21 H 0.055
22 H 0.059
23 H 0.058
24 H 0.059

---

Entry 2:
Density functional theory data (the ωB97M-V functional and the def2-TZVPD basis) for a single C18H23NO3 molecule.

CARTESIAN COORDINATES (ANGSTROEM)
C  -3.693826  0.027481  2.954336
C  -2.715789  0.449994  2.176841
C  -2.036222  1.775477  2.306053
C  -0.512519  1.615018  2.312045
C  0.037289  1.449860  0.905524
O  -0.650884  1.612295  -0.088737
N  1.357769  1.160797  0.818624
C  2.185336  0.840101  1.967937
C  3.588526  0.437584  1.529738
C  3.513458  -0.753392  0.576524
C  2.508072  -0.506350  -0.559492
C  1.286402  -1.416652  -0.458407
O  0.947508  -1.935069  0.578273
C  0.489874  -1.490706  -1.709004
C  1.042564  -1.891933  -2.918723
C  0.249168  -1.905745  -4.054471
C  -1.059231  -1.471426  -4.003089
C  -1.615236  -1.043663  -2.794414
O  -2.890827  -0.593061  -2.840964
C  -3.431265  -0.006484  -1.674745
C  -0.842967  -1.099614  -1.640690
C  1.943980  0.924685  -0.482575
H  -4.155050  -0.936312  2.821607
H  -4.080286  0.632989  3.758403
H  -2.342141  -0.177025  1.379150
H  -2.365253  2.274703  3.218860
H  -2.309501  2.398618  1.449424
H  -0.238649  0.751698  2.920595
H  -0.043351  2.499560  2.751021
H  2.233636  1.704185  2.641302
H  1.743388  -0.001654  2.515297
H  4.165866  0.165750  2.414485
H  4.092408  1.280437  1.054217
H  4.503147  -0.964681  0.170683
H  3.183434  -1.629385  1.140691
H  2.968314  -0.634380  -1.541070
H  2.067936  -2.226484  -2.968192
H  0.663639  -2.240554  -4.993706
H  -1.674828  -1.446403  -4.888300
H  -4.379165  0.433936  -1.979343
H  -2.773207  0.772172  -1.279054
H  -3.617262  -0.758272  -0.901277
H  -1.239418  -0.799997  -0.685762
H  2.739666  1.651432  -0.674628
H  1.155501  1.070470  -1.224987

Atomic forces in eV per Å
-0.149 -0.148 0.069
0.111 0.228 -0.058
0.141 0.040 -0.058
-0.371 0.085 -0.108
0.125 0.112 0.279
-0.363 0.058 -0.139
0.205 -0.082 -0.246
0.147 0.045 0.586
-0.150 -0.132 -0.012
0.067 0.004 0.043
0.068 -0.102 0.308
0.494 0.127 -0.211
-0.151 0.030 0.062
-0.481 -0.220 -0.332
0.091 0.034 0.265
-0.056 0.023 -0.040
-0.162 0.064 0.120
0.244 -0.120 -0.054
0.106 -0.143 -0.292
-0.100 0.141 0.216
-0.164 0.026 -0.008
-0.070 0.052 -0.502
-0.045 -0.204 -0.071
-0.036 0.177 0.157
-0.002 -0.194 -0.152
-0.005 0.000 -0.012
0.023 0.035 0.104
0.097 0.062 0.062
0.086 -0.058 0.035
-0.002 -0.132 0.004
0.069 0.087 0.007
-0.004 0.083 0.003
0.044 0.037 0.050
-0.007 -0.038 -0.009
0.087 0.029 -0.028
-0.065 0.020 0.012
0.125 0.013 -0.020
0.017 -0.034 -0.080
-0.071 0.013 -0.110
0.043 -0.035 0.061
-0.014 -0.037 0.009
0.026 0.022 -0.010
-0.073 0.070 0.073
-0.068 -0.085 -0.061
0.193 0.048 0.090

2S+1 = 1
LUMO = 0.7 eV

For each atom in turn, the Löwdin charge in e is:
1 C 0.007
2 C -0.188
3 C -0.195
4 C -0.099
5 C -0.441
6 O 0.041
7 N -0.036
8 C -0.155
9 C -0.167
10 C -0.137
11 C -0.196
12 C -0.323
13 O 0.125
14 C -0.156
15 C -0.041
16 C -0.073
17 C 0.002
18 C -0.258
19 O -0.073
20 C -0.071
21 C 0.046
22 C -0.087
23 H 0.049
24 H 0.054
25 H 0.090
26 H 0.112
27 H 0.115
28 H 0.118
29 H 0.126
30 H 0.125
31 H 0.125
32 H 0.117
33 H 0.112
34 H 0.114
35 H 0.113
36 H 0.139
37 H 0.111
38 H 0.105
39 H 0.118
40 H 0.095
41 H 0.083
42 H 0.094
43 H 0.097
44 H 0.135
45 H 0.129

---

Entry 3:
Density functional theory data (the ωB97M-V functional and the def2-TZVPD basis) for a single C5H6O2 molecule.

CARTESIAN COORDINATES (ANGSTROEM)
C  2.804859  0.523903  0.281004
C  1.783796  -0.078370  0.060858
C  0.577728  -0.839043  -0.229108
O  0.645506  -1.910574  -0.811734
C  -0.800162  -0.370193  0.195076
C  -1.079093  1.138852  0.152089
O  -1.749923  -1.161096  -0.595267
H  3.717380  1.048210  0.476125
H  -1.258045  -1.059205  0.937121
H  -1.953648  1.379523  0.760212
H  -1.291491  1.458874  -0.879290
H  -0.245144  1.756220  0.516340
H  -1.151767  -1.887100  -0.863429

Atomic forces in eV per Å
-0.513 -0.270 -0.079
0.348 0.353 0.182
-0.048 -0.630 -0.003
0.385 0.527 0.173
-1.300 -0.856 -0.182
-0.096 -0.347 0.127
-0.009 0.549 -2.148
-0.211 -0.109 -0.048
1.886 1.731 2.298
0.070 -0.062 -0.111
0.087 -0.300 0.224
-0.106 -0.449 -0.010
-0.492 -0.136 -0.422

2S+1 = 1
LUMO = -0.3 eV

For each atom in turn, the Löwdin charge in e is:
1 C 0.165
2 C -0.018
3 C -0.348
4 O 0.096
5 C -0.322
6 C -0.025
7 O -0.075
8 H 0.044
9 H 0.170
10 H 0.078
11 H 0.093
12 H 0.076
13 H 0.066

---

Number 1: energy -426.5457 Eh, strongest force on any atom 1.65 eV/Å, highest occupied orbital energy -8.446 eV. Number 2: energy -980.1623 Eh, strongest force on any atom 0.62 eV/Å, highest occupied orbital energy -8.528 eV. Number 3: energy -344.4748 Eh, strongest force on any atom 3.44 eV/Å, highest occupied orbital energy -9.887 eV.